1.
43
Properties=species:S:1:pos:R:3 method="wB97M-V/def2-TZVPD" lumo_ev=-1.39 e_tot_ha=-2938.0894 relative_energy_kj_mol=150.42 total_charge=0
Rb -0.187 -1.948 -0.952
C -3.159 -2.775 3.461
F -2.623 -3.952 3.720
F -3.689 -2.135 4.482
F -2.146 -1.989 3.118
S -4.451 -3.024 1.979
O -5.480 -3.865 2.556
O -5.005 -1.737 1.602
N -3.414 -3.721 0.697
S -3.828 -5.222 0.844
O -3.445 -5.968 2.053
O -5.108 -5.468 0.201
C -2.543 -6.098 -0.384
F -2.889 -5.920 -1.635
F -1.296 -5.672 -0.187
F -2.603 -7.440 -0.209
C 6.054 -0.861 -1.804
O 5.501 -0.852 -3.150
C 4.275 -1.468 -3.410
O 3.450 -2.027 -2.711
O 4.007 -1.201 -4.717
C 2.714 -1.039 -5.310
H 5.308 -0.704 -1.026
H 6.793 -0.062 -1.866
H 6.539 -1.807 -1.564
H 2.691 -0.387 -6.183
H 2.034 -0.481 -4.667
H 2.228 -1.985 -5.550
O 0.071 3.831 3.192
S 0.457 3.804 1.766
O 0.485 2.522 1.037
O -0.547 4.835 0.965
C -0.603 6.217 1.388
C -1.977 6.610 0.820
C 2.192 4.526 1.480
H 0.246 6.775 0.991
H -0.581 6.317 2.473
H -2.222 7.671 0.858
H -2.770 6.302 1.502
H -2.074 6.459 -0.255
H 2.865 3.989 2.149
H 2.310 5.554 1.823
H 2.421 4.396 0.423

***

2.
11
Properties=species:S:1:pos:R:3 method="wB97M-V/def2-TZVPD" lumo_ev=0.58 e_tot_ha=-322.4346 relative_energy_kj_mol=366.85 total_charge=0
N -1.595 -1.761 -1.230
C -0.793 -1.204 -0.584
O 0.235 -1.011 2.774
C 0.671 -0.224 1.974
C 0.496 1.517 -1.077
O 0.196 1.475 -2.242
H -2.285 -2.223 -1.786
H 1.575 -0.431 1.367
H 0.206 0.771 1.811
H -0.182 1.938 -0.306
H 1.475 1.154 -0.703

***

3.
12
Properties=species:S:1:pos:R:3 method="wB97M-V/def2-TZVPD" lumo_ev=-0.34 e_tot_ha=-360.5930 relative_energy_kj_mol=200.53 total_charge=0
O -2.274 -0.348 -1.316
C -2.139 0.084 -0.202
C -0.811 0.533 0.385
O -0.811 1.054 1.484
N 0.321 0.413 -0.395
C 1.540 0.282 0.362
C 1.115 -0.794 -0.583
H -2.970 0.215 0.520
H 1.314 0.219 1.428
H 2.359 0.939 0.087
H 1.598 -0.842 -1.558
H 0.759 -1.755 -0.214

***

4.
76
Properties=species:S:1:pos:R:3 method="wB97M-V/def2-TZVPD" lumo_ev=0.00 e_tot_ha=-1606.7145 relative_energy_kj_mol=2955.04 total_charge=0
C -1.154 -2.585 2.703
O -1.242 -2.621 1.299
H -0.628 -3.480 3.036
H -0.710 -1.646 3.032
H -2.140 -2.683 3.157
H -2.026 -2.141 1.020
C -0.218 0.830 3.516
O -0.355 0.231 4.834
H -0.502 0.155 2.709
H -0.912 1.671 3.501
H 0.767 1.268 3.353
H 0.275 0.641 5.431
C -0.454 -2.393 -0.849
O -0.737 -2.927 -2.087
H 0.598 -2.351 -0.565
H -0.673 -1.336 -1.002
H -1.101 -2.661 -0.013
H 0.006 -2.763 -2.672
C -2.929 -1.167 0.008
O -2.578 -1.252 1.326
H -3.590 -0.322 -0.188
H -2.011 -1.181 -0.580
H -3.404 -2.120 -0.224
H -3.324 -0.880 1.802
C 1.727 -1.993 2.257
O 1.484 -0.881 1.463
H 2.685 -2.494 2.116
H 1.794 -1.644 3.287
H 1.069 -2.857 2.159
H 2.097 -0.227 1.807
C -2.927 1.532 -1.344
O -2.386 2.293 -0.349
H -3.067 2.108 -2.258
H -2.363 0.643 -1.626
H -3.873 1.088 -1.034
H -1.752 1.785 0.163
C -1.757 0.364 -3.688
O -0.649 0.231 -2.848
H -2.536 -0.390 -3.574
H -2.143 1.383 -3.657
H -1.459 0.332 -4.736
H -0.921 0.231 -1.927
C 2.856 -2.246 -0.379
O 4.297 -2.076 -0.381
H 2.376 -1.267 -0.397
H 2.451 -2.835 -1.202
H 2.464 -2.654 0.553
H 4.622 -2.259 0.504
C 1.774 0.300 -3.271
O 1.003 -0.616 -2.465
H 2.796 -0.031 -3.453
H 1.270 0.456 -4.225
H 1.927 1.176 -2.642
H 0.104 -0.316 -2.616
C 0.820 2.948 -1.920
O 1.859 2.239 -1.307
H -0.173 2.579 -1.665
H 0.872 4.020 -1.725
H 0.909 2.957 -3.006
H 2.647 2.692 -1.616
C 1.310 3.466 1.079
O 1.945 4.333 0.565
N 0.923 2.362 0.545
N 0.923 3.573 2.327
H 1.092 2.240 -0.444
H 0.335 1.679 1.001
H 0.207 3.011 2.765
H 1.192 4.378 2.875
C -0.258 0.353 -0.013
O -1.091 1.086 -0.516
N -0.416 -0.583 0.839
N 1.027 0.409 -0.285
H -1.267 -0.756 1.353
H 0.319 -1.246 1.039
H 1.548 -0.215 0.315
H 1.351 1.053 -0.992

***

5.
54
Properties=species:S:1:pos:R:3 method="wB97M-V/def2-TZVPD" lumo_ev="2.45 / 2.46" spin_multiplicity=2 e_tot_ha=-7241.2178 s_squared=0.770 total_charge=-1
V 0.151 -0.520 -0.366
O -0.363 -2.356 3.248
C 0.203 -1.608 2.430
O -0.345 -1.286 1.327
C 1.557 -1.058 2.779
C 1.836 -0.952 4.139
C 3.018 -0.412 4.603
C 3.969 0.027 3.691
C 3.731 -0.105 2.343
C 2.537 -0.649 1.853
S 2.435 -0.847 0.135
H 1.089 -1.318 4.835
H 3.215 -0.341 5.665
H 4.898 0.471 4.032
H 4.475 0.196 1.619
N 0.961 -0.003 -2.316
C 0.076 0.796 -3.046
C -0.346 0.411 -4.313
C -1.174 1.223 -5.069
C -1.572 2.447 -4.561
C -1.161 2.834 -3.298
C -0.341 2.032 -2.506
C 0.040 2.431 -1.143
C 0.186 3.789 -0.850
C 0.439 4.215 0.437
C 0.538 3.280 1.457
C 0.428 1.936 1.167
C 0.198 1.459 -0.124
H 1.696 0.544 -1.870
H 1.363 -0.776 -2.845
H -0.002 -0.537 -4.712
H -1.492 0.904 -6.052
H -2.197 3.102 -5.153
H -1.489 3.788 -2.916
H 0.130 4.520 -1.651
H 0.551 5.270 0.654
H 0.723 3.606 2.473
H 0.520 1.217 1.975
C -3.092 -0.036 0.972
Se -2.248 -0.217 -0.788
C -2.895 -2.052 -1.175
C -2.158 -3.099 -0.371
Se -0.250 -3.231 -0.882
C 0.267 -4.329 0.640
H -4.108 -0.422 0.917
H -3.111 1.027 1.209
H -2.496 -0.570 1.709
H -2.744 -2.195 -2.251
H -3.969 -2.082 -0.961
H -2.607 -4.089 -0.525
H -2.165 -2.856 0.695
H 0.003 -3.812 1.559
H 1.344 -4.481 0.600
H -0.251 -5.287 0.583

***

6.
6
Properties=species:S:1:pos:R:3 method="wB97M-V/def2-TZVPD" lumo_ev="-0.89 / -1.34" spin_multiplicity=3 e_tot_ha=-2125.1377 s_squared=2.006 total_charge=0
O 1.190 -0.704 -0.869
P 0.780 0.475 0.203
H 0.934 -1.607 -0.641
F -1.818 0.005 -0.353
F 0.412 2.102 0.246
Ni -1.498 -0.271 1.414

***

7.
120
Properties=species:S:1:pos:R:3 method="wB97M-V/def2-TZVPD" lumo_ev="1.46 / 1.43" spin_multiplicity=2 e_tot_ha=-3057.3784 s_squared=0.751 relative_energy_kj_mol=457.18 total_charge=-1
H 3.154 -0.839 -1.856
H 3.171 -1.783 -3.003
O 3.237 -0.823 -2.792
H -1.879 -1.514 -1.576
H -0.520 -2.191 -1.452
O -1.428 -2.246 -1.139
H -1.497 0.761 -0.070
H -3.103 0.770 -0.260
O -2.323 0.277 0.037
H -0.993 -3.669 -4.749
H -1.069 -2.748 -3.527
O -0.480 -3.220 -4.075
H -1.852 0.364 4.460
H -0.557 1.009 4.613
O -1.396 1.146 4.113
H 2.029 4.830 -3.656
O 1.492 4.095 -3.966
H -1.282 -2.313 1.914
O -1.219 -2.912 2.669
H 2.919 4.246 -1.612
H 2.660 4.084 -3.254
O 2.671 4.602 -2.461
H -1.737 -0.744 -5.026
H -1.821 -0.123 -3.751
O -2.410 -0.634 -4.342
H -2.488 2.432 -2.878
H -2.804 3.187 -1.576
O -3.177 2.896 -2.414
H -2.960 3.516 3.305
H -3.012 2.550 4.280
O -3.671 3.132 3.846
H 1.426 -1.522 1.576
O 1.237 -2.117 0.833
H 0.574 4.856 1.220
H -0.204 3.691 1.935
O 0.630 4.196 1.914
H -1.690 1.723 2.339
H -2.044 2.863 1.453
O -1.228 2.393 1.785
H -4.689 -4.756 -0.598
H -4.785 -3.186 -0.549
O -4.866 -3.997 -0.054
H 2.724 -2.979 2.514
H 3.505 -4.398 2.471
O 2.747 -3.885 2.196
H 1.799 -0.882 -4.411
H 1.329 -1.297 -5.992
O 1.247 -0.833 -5.175
H -0.862 -4.515 -1.877
H 0.171 -5.806 -2.189
O -0.117 -5.074 -1.655
H 1.473 3.204 0.614
O 1.965 2.986 -0.194
H -5.214 1.739 -0.907
H -4.203 1.391 -2.021
O -4.548 1.098 -1.161
H 6.158 2.881 1.509
O 6.476 2.104 1.052
H -5.046 -1.647 -3.320
H -3.583 -1.692 -3.648
O -4.305 -2.253 -3.297
H 4.745 -0.091 2.616
H 4.343 -0.812 3.716
O 4.764 -1.034 2.865
H -3.632 -4.713 -2.516
H -3.071 -3.308 -2.131
O -2.858 -4.235 -2.236
H 1.777 4.021 3.871
H 3.122 4.657 4.141
O 2.692 3.807 4.097
H 2.095 -3.438 4.638
H 0.698 -3.026 3.997
O 1.511 -2.719 4.403
H 1.667 -3.616 -2.681
H 3.057 -4.018 -2.275
O 2.596 -3.433 -2.882
H 0.686 0.256 -2.787
H 0.199 -0.417 -1.380
O 0.065 -0.252 -2.309
H 1.491 1.583 2.687
H 1.803 0.353 3.217
O 1.509 0.673 2.338
H 2.434 1.716 5.401
H 3.270 0.532 5.245
O 2.663 1.080 4.720
H 5.330 -1.802 -1.471
H 4.308 -2.266 -0.409
O 4.773 -1.492 -0.752
H -0.266 2.490 0.318
O -0.101 2.267 -0.619
H -0.618 2.178 -5.143
H -0.420 3.084 -3.833
O -1.029 2.567 -4.370
H 2.302 2.084 -0.195
H 1.439 3.377 -3.334
H 5.879 1.907 0.325
H -0.346 -3.271 2.470
H 0.982 -1.496 0.145
H 0.795 2.520 -0.850
O -3.529 -0.370 2.303
H -3.071 -0.378 1.442
H -4.435 -0.604 2.441
O 1.850 -5.537 0.267
H 1.994 -4.705 0.723
H 1.356 -5.388 -0.552
O 2.774 0.396 -0.297
H 2.316 0.487 0.547
H 3.524 -0.200 -0.154
O -3.684 2.802 1.432
H -4.116 2.677 0.588
H -4.226 2.708 2.226
O -6.062 -1.439 -0.213
H -5.148 -1.148 -0.252
H -6.644 -0.836 -0.675
O 0.343 -0.261 5.650
H 0.718 -0.477 6.495
H 0.113 -0.912 4.994
O 1.068 5.911 -0.424
H 1.574 5.704 -1.217
H 0.297 5.337 -0.476

***

8.
67
Properties=species:S:1:pos:R:3 method="wB97M-V/def2-TZVPD" lumo_ev="-6.04 / -6.02" spin_multiplicity=7 e_tot_ha=-3142.7486 s_squared=12.670 relative_energy_kj_mol=0.00 total_charge=+2
Tb 0.217 0.304 0.137
N -2.532 3.905 1.847
C -1.321 3.586 1.310
N -1.351 2.335 0.879
C -2.615 1.917 1.154
N -3.322 2.811 1.783
C -3.049 0.581 0.787
C -4.332 0.179 1.092
N -4.748 -1.069 0.813
C -3.929 -1.887 0.211
C -2.602 -1.517 -0.041
N -2.187 -0.291 0.210
H -2.839 4.729 2.339
H -0.490 4.249 1.289
H -5.047 0.867 1.581
H -4.250 -2.871 -0.071
H -1.830 -2.227 -0.367
C -0.805 -0.304 3.468
C -0.261 -1.578 2.959
C -0.368 -2.751 3.759
C 0.156 -3.946 3.304
C 0.626 -4.077 1.973
C 0.825 -5.315 1.387
C 1.118 -5.304 0.030
C 1.325 -4.103 -0.691
C 1.267 -2.878 -0.094
S 1.917 -1.360 -0.773
C 0.676 -2.848 1.218
N 0.180 -1.629 1.685
H 0.066 0.241 3.891
H -1.531 -0.446 4.245
H -1.207 0.304 2.641
H -0.688 -2.707 4.763
H 0.272 -4.774 4.005
H 0.741 -6.267 1.992
H 1.110 -6.268 -0.397
H 1.672 -4.148 -1.720
C 5.615 1.695 0.310
O 4.253 1.207 0.238
P 3.045 2.133 0.690
O 2.038 1.097 1.603
C 2.709 0.378 2.656
O 2.002 2.016 -0.567
C 1.794 3.255 -1.353
H 6.100 1.765 -0.703
H 6.213 1.026 0.911
H 5.691 2.699 0.778
H 1.943 0.135 3.371
H 3.481 1.042 3.125
H 3.126 -0.468 2.183
H 1.788 2.876 -2.375
H 2.559 3.983 -1.175
H 0.885 3.769 -1.017
C -1.574 1.249 -6.278
C -1.144 1.244 -4.854
C -2.035 1.484 -3.825
C -1.600 1.337 -2.530
N -0.346 0.977 -2.190
C 0.502 0.754 -3.223
C 0.198 0.950 -4.534
H -0.809 1.641 -6.874
H -2.482 1.902 -6.480
H -1.752 0.188 -6.635
H -3.137 1.629 -3.949
H -2.364 1.462 -1.712
H 1.503 0.413 -2.898
H 0.935 0.719 -5.293

***

9.
8
Properties=species:S:1:pos:R:3 method="wB97M-V/def2-TZVPD" lumo_ev=0.72 e_tot_ha=-2728.0826 relative_energy_kj_mol=104.33 total_charge=0
C -1.604 0.589 -1.607
C -0.712 0.355 -0.823
C 0.680 0.053 0.164
C 0.654 -0.588 1.333
Br 2.151 0.971 -0.523
H -2.371 0.416 -2.284
H 1.442 -0.643 1.943
H -0.241 -1.153 1.796

***

10.
64
Properties=species:S:1:pos:R:3 method="wB97M-V/def2-TZVPD" lumo_ev="1.96 / 0.72" spin_multiplicity=6 e_tot_ha=-12515.4714 s_squared=8.826 relative_energy_kj_mol=110.01 total_charge=-1
Fe -0.454 0.877 -0.277
C -2.258 4.588 -1.116
C -1.409 5.183 -2.056
C -0.197 4.583 -2.271
C 0.208 3.392 -1.580
N -0.715 2.779 -0.777
C -1.868 3.411 -0.535
N 1.479 2.979 -1.702
C 1.975 2.047 -0.886
N 1.243 1.279 -0.023
C 2.008 0.552 0.853
N 1.494 -0.091 1.931
C 0.232 0.065 2.371
C -0.161 -0.588 3.588
C -1.417 -0.384 4.133
C -2.298 0.520 3.490
C -1.887 1.095 2.319
N -0.690 0.877 1.737
C 3.382 0.809 0.469
C 4.613 0.364 0.964
C 5.769 0.842 0.390
C 5.737 1.786 -0.661
C 4.526 2.267 -1.154
C 3.357 1.740 -0.610
H -3.210 5.023 -0.840
H -1.664 6.102 -2.540
H 0.537 4.988 -2.938
H -2.566 2.901 0.135
H 0.570 -1.228 4.053
H -1.691 -0.884 5.053
H -3.272 0.758 3.871
H -2.591 1.680 1.734
H 4.638 -0.342 1.784
H 6.728 0.474 0.750
H 6.664 2.135 -1.087
H 4.453 3.002 -1.943
Se -3.996 3.433 -4.029
Sb -3.190 1.351 -2.652
Se -0.330 0.278 -2.625
Se -4.708 1.285 -0.746
Se -4.210 -0.518 -3.998
C 1.109 -4.762 -0.306
C 1.860 -3.541 0.185
N 1.151 -2.339 -0.145
C -0.212 -2.243 -0.106
N -0.767 -1.098 -0.014
C -2.234 -1.110 0.085
C -2.847 -2.116 -0.831
C -2.361 -3.447 -0.363
N -0.914 -3.435 -0.191
C -0.310 -4.691 0.192
H 1.576 -5.657 0.124
H 1.140 -4.808 -1.399
H 2.861 -3.470 -0.234
H 2.001 -3.594 1.272
H 1.556 -1.490 0.244
H -2.605 -0.116 -0.109
H -2.572 -1.290 1.113
H -2.560 -1.902 -1.858
H -3.936 -2.039 -0.772
H -2.641 -4.234 -1.066
H -2.854 -3.687 0.580
H -0.923 -5.489 -0.249
H -0.349 -4.853 1.266

***

11.
16
Properties=species:S:1:pos:R:3 method="wB97M-V/def2-TZVPD" lumo_ev=6.68 e_tot_ha=-957.5975 relative_energy_kj_mol=0.00 total_charge=-2
C -0.341 0.427 -0.261
C 0.192 1.530 0.471
C 0.765 -0.318 -0.712
N 1.377 2.087 0.201
N 1.923 0.202 -0.940
N 2.203 1.428 -0.533
N -1.569 -0.087 -0.278
N -0.547 2.145 1.464
O -0.010 -2.479 0.835
O -0.946 -2.410 -1.658
O 1.477 -2.947 -1.114
P 0.395 -2.162 -0.593
H -2.394 0.514 -0.056
H -1.435 -1.996 -0.841
H -1.162 1.471 1.886
H 0.073 2.596 2.130

***

12.
21
Properties=species:S:1:pos:R:3 method="wB97M-V/def2-TZVPD" lumo_ev=-3.45 e_tot_ha=-328.6216 relative_energy_kj_mol=169.81 total_charge=+1
C 1.033 0.806 2.345
C -0.285 0.634 1.594
C -0.476 -0.817 1.154
C -0.627 -1.013 -0.324
C -1.457 -1.792 -0.989
N 0.548 -0.498 -1.103
H 1.826 0.244 1.875
H 1.429 1.819 2.418
H 0.929 0.393 3.338
H -1.130 0.916 2.220
H -0.366 1.402 0.826
H -1.275 -1.403 1.592
H 0.335 -1.491 1.456
H -1.381 -2.046 -2.047
H -2.419 -2.100 -0.596
H 1.422 -0.826 -0.692
H 0.461 -0.754 -2.086
H 0.575 0.518 -0.977
H -0.456 2.308 -3.426
H 1.052 2.025 -3.080
O 0.260 1.675 -3.497